{
  "formula": "C35H77N4O17",
  "method": "the ωB97M-V functional and the def2-TZVPD basis",
  "elements": ["C", "C", "C", "C", "N", "C", "C", "C", "C", "C", "C", "C", "H", "H", "H", "H", "H", "H", "H", "H", "H", "H", "H", "H", "H", "H", "H", "H", "H", "H", "H", "H", "H", "H", "H", "H", "C", "C", "C", "C", "N", "C", "C", "C", "C", "C", "C", "C", "H", "H", "H", "H", "H", "H", "H", "H", "H", "H", "H", "H", "H", "H", "H", "H", "H", "H", "H", "H", "H", "H", "H", "H", "C", "C", "C", "O", "C", "N", "H", "H", "H", "H", "H", "H", "H", "H", "H", "H", "H", "H", "C", "C", "C", "O", "C", "N", "H", "H", "H", "H", "H", "H", "H", "H", "H", "H", "H", "H", "O", "C", "O", "O", "H", "O", "C", "O", "O", "H", "O", "C", "O", "O", "H", "O", "C", "O", "O", "H", "O", "C", "O", "O", "H"],
  "coordinates": [[5.578, -2.667, -0.484], [4.458, -3.642, -0.740], [3.432, -3.013, -1.680], [2.178, -3.855, -1.809], [1.497, -3.558, -3.143], [2.246, -4.109, -4.320], [1.346, -5.143, -4.993], [-0.052, -4.682, -4.639], [0.158, -4.286, -3.189], [1.191, -2.099, -3.337], [0.267, -1.481, -2.317], [0.147, 0.024, -2.581], [6.407, -3.029, 0.122], [5.196, -1.761, -0.012], [6.038, -2.333, -1.421], [4.017, -4.064, 0.165], [4.797, -4.552, -1.258], [3.915, -2.804, -2.640], [3.126, -2.025, -1.315], [1.406, -3.690, -1.059], [2.378, -4.922, -1.925], [2.412, -3.308, -5.039], [3.199, -4.568, -4.073], [1.621, -5.303, -6.033], [1.422, -6.117, -4.499], [-0.447, -3.878, -5.270], [-0.855, -5.418, -4.690], [-0.657, -3.707, -2.791], [0.327, -5.203, -2.630], [0.716, -2.028, -4.319], [2.108, -1.510, -3.364], [0.706, -1.552, -1.316], [-0.760, -1.832, -2.338], [-0.581, 0.559, -1.980], [-0.407, 0.155, -3.532], [1.115, 0.501, -2.687], [-4.882, 1.551, -2.274], [-4.257, 2.473, -1.217], [-4.178, 1.860, 0.194], [-5.526, 1.781, 0.832], [-5.490, 1.252, 2.243], [-6.956, 0.959, 2.607], [-7.205, 1.551, 3.982], [-6.260, 2.755, 4.031], [-5.053, 2.357, 3.220], [-4.661, 0.019, 2.542], [-4.951, -1.202, 1.682], [-4.659, -2.478, 2.484], [-4.498, 0.533, -2.108], [-4.761, 1.936, -3.280], [-5.947, 1.360, -2.070], [-4.703, 3.465, -1.344], [-3.236, 2.619, -1.559], [-3.403, 2.392, 0.753], [-3.724, 0.900, -0.069], [-6.118, 1.044, 0.288], [-6.015, 2.750, 0.882], [-7.058, -0.120, 2.576], [-7.547, 1.446, 1.836], [-6.953, 0.874, 4.797], [-8.265, 1.801, 4.009], [-6.059, 3.018, 5.064], [-6.760, 3.584, 3.518], [-4.224, 1.966, 3.815], [-4.520, 3.093, 2.620], [-4.767, -0.175, 3.611], [-3.649, 0.422, 2.445], [-4.245, -1.129, 0.850], [-5.968, -1.239, 1.292], [-5.512, -2.623, 3.151], [-3.726, -2.378, 3.035], [-4.568, -3.333, 1.819], [3.950, 1.175, -1.653], [4.813, 2.402, -1.676], [5.131, 2.992, -3.025], [5.940, 4.143, -2.758], [6.206, 4.834, -3.963], [4.173, 3.406, -0.770], [3.462, 3.967, -1.278], [3.709, 2.954, 0.030], [4.809, 4.136, -0.444], [3.003, 1.349, -2.175], [3.828, 0.761, -0.657], [4.387, 0.409, -2.307], [5.784, 2.231, -1.208], [4.250, 3.286, -3.603], [5.778, 2.272, -3.535], [6.927, 5.608, -3.698], [5.270, 5.206, -4.396], [6.690, 4.309, -4.804], [1.931, -0.933, 1.419], [0.768, -0.117, 1.963], [-0.147, 0.401, 0.887], [0.600, 1.268, 0.065], [0.698, 2.619, 0.491], [-0.023, -0.955, 2.910], [0.242, -1.035, 3.913], [-0.967, -0.531, 2.920], [-0.240, -1.899, 2.566], [2.580, -1.312, 2.200], [2.426, -0.309, 0.677], [1.527, -1.805, 0.881], [1.110, 0.726, 2.565], [-0.920, 0.983, 1.403], [-0.600, -0.307, 0.192], [1.427, 3.122, -0.141], [1.063, 2.597, 1.519], [-0.240, 3.146, 0.368], [0.103, -3.931, 1.747], [-0.887, -3.686, 0.772], [-0.860, -4.584, -0.132], [-1.608, -2.687, 0.794], [0.330, -4.718, 1.194], [0.133, -0.243, 6.993], [0.400, -1.084, 5.877], [1.234, -0.375, 5.118], [-0.104, -2.179, 5.655], [0.690, 0.177, 6.143], [4.976, -0.763, 2.358], [4.923, 0.565, 1.888], [5.920, 0.826, 1.100], [4.112, 1.404, 2.311], [5.757, -0.855, 1.754], [0.917, 6.599, -2.791], [0.939, 5.281, -2.338], [-0.155, 4.833, -1.939], [2.034, 4.667, -2.349], [-0.037, 6.731, -2.627], [-1.169, 2.270, 5.748], [-1.647, 1.851, 4.528], [-2.112, 0.657, 4.537], [-1.508, 2.574, 3.515], [-1.064, 1.384, 6.138]],
  "forces_ev_per_a": [[0.449, 0.576, -0.044], [-0.022, -0.809, -0.565], [-0.405, 0.420, 0.814], [-0.055, 0.061, -1.448], [-1.036, 0.125, 0.238], [0.168, -0.273, -0.936], [-0.277, -0.759, 0.388], [-0.609, 0.512, -0.323], [0.110, -0.660, -0.547], [-0.420, 0.440, -0.371], [0.129, 1.247, 0.892], [-1.081, -0.184, -1.961], [-0.210, -0.257, 0.154], [-0.018, -0.075, 0.072], [-0.124, -0.107, -0.090], [-0.198, 0.562, 0.187], [0.331, 0.142, 0.000], [-0.058, -0.314, -0.104], [0.133, -0.065, 0.184], [0.195, -0.091, 0.255], [0.162, -0.024, 0.502], [0.178, 0.178, 0.226], [0.073, 0.338, 0.471], [-0.220, 0.231, -0.106], [0.453, 0.022, -0.043], [0.398, 0.276, 0.137], [0.354, -0.380, 0.031], [0.152, 0.029, 0.587], [-0.364, 0.137, 0.368], [0.159, -0.006, -0.056], [0.196, -0.313, -0.065], [-0.317, -0.459, 0.057], [0.150, -0.572, 0.263], [0.719, -0.099, 0.990], [0.679, -0.195, -0.309], [-0.135, 0.379, 0.378], [-0.805, -0.820, 1.427], [0.250, 0.219, -1.066], [0.989, 0.650, -1.512], [0.845, -1.393, 0.328], [-1.656, 0.395, 1.217], [0.962, -0.114, 0.253], [0.277, -0.081, -0.399], [-0.987, 0.405, -0.623], [1.419, -0.620, -0.134], [0.345, 0.763, -0.347], [1.065, 0.105, -0.136], [-0.359, 0.433, -0.345], [0.477, 0.235, -0.665], [0.106, -0.222, -0.090], [-0.028, 0.530, -0.285], [-0.151, -0.006, 0.673], [0.305, 0.121, 0.193], [-0.358, 0.093, 0.314], [-0.309, -0.349, 0.768], [-0.232, 0.301, -0.159], [-0.134, 0.010, -0.056], [-0.343, 0.001, -0.164], [-0.284, -0.102, 0.123], [-0.146, -0.238, -0.146], [0.056, 0.165, 0.473], [0.344, 0.243, -0.106], [0.050, 0.176, 0.311], [-0.202, -0.332, 0.181], [-0.493, 0.456, 0.086], [-0.229, 0.083, -0.007], [0.230, -0.631, 0.030], [-0.273, -0.300, -0.209], [-0.030, 0.124, -0.068], [0.244, -0.249, 0.287], [-0.042, -0.066, 0.118], [-0.002, -0.053, 0.006], [-0.115, -0.711, -1.477], [0.633, 0.064, 0.964], [0.461, 0.528, 0.574], [-0.111, -0.559, -0.872], [0.187, 0.658, -0.162], [-0.616, 1.129, -0.220], [-0.787, -0.172, -0.341], [0.408, -0.019, 0.114], [0.298, -0.518, 0.157], [-0.216, 0.365, 0.601], [-0.046, 0.122, 0.068], [0.388, -0.036, 0.363], [-0.136, -0.473, 0.154], [-0.072, -0.146, -0.039], [-0.395, -0.184, -0.342], [-0.440, 0.339, -0.070], [0.118, 0.418, 0.249], [-0.030, -0.805, 0.611], [-0.701, -0.134, -0.403], [0.652, -1.294, 0.847], [-0.096, 1.403, -0.051], [0.281, 0.108, -1.058], [0.500, -0.544, 0.514], [-2.458, -0.435, -0.866], [0.946, 0.535, -0.536], [0.189, 0.076, 0.682], [0.502, 0.099, -0.228], [0.258, 0.334, -0.029], [0.434, -0.030, 0.266], [-0.084, 0.022, 0.098], [0.188, -0.033, -0.096], [-0.376, -0.069, -0.073], [0.037, -0.561, 0.488], [-0.069, -0.074, -0.200], [-0.219, 0.559, 0.135], [-0.285, 0.128, 0.197], [-0.865, -0.286, -1.400], [-0.490, 0.085, -1.242], [0.203, 0.162, 0.020], [0.303, 0.293, 0.879], [0.947, -0.097, 1.356], [0.354, -1.442, -2.572], [-0.896, -1.996, 1.030], [-0.789, -1.408, 0.097], [0.492, 0.721, 0.030], [0.851, 4.220, 2.226], [0.545, 1.201, -1.432], [1.056, 2.411, 0.458], [-1.234, -0.752, 0.040], [-0.237, -1.277, -0.565], [-0.147, -1.255, 0.922], [-0.547, -0.509, 0.219], [-0.126, -1.215, 0.722], [0.082, 0.422, -0.319], [0.766, 0.383, -0.131], [0.436, 0.531, -0.269], [-0.122, -0.263, -0.660], [0.377, -0.841, -1.363], [-0.203, 0.638, -0.325], [-0.572, 0.027, 0.833], [0.053, 0.192, 0.930]],
  "mulliken_charge": [-1.014, -0.745, 0.307, -1.051, 0.906, -0.518, -0.727, -0.910, -0.669, -1.573, 1.462, -1.482, 0.468, -0.069, 0.319, 0.401, 0.420, 0.680, -0.416, -0.039, 0.796, 0.360, 0.343, 0.431, 0.317, 0.315, 0.442, 0.259, 0.492, 0.626, 0.433, -0.632, 0.307, 0.249, 0.490, 0.005, -1.296, -0.736, 0.227, -1.066, 0.829, -0.484, -0.758, -0.741, -0.157, -1.306, -0.112, -1.611, 0.282, 0.432, 0.306, 0.437, 0.304, 0.211, -0.240, 0.604, 0.445, 0.244, 0.498, 0.362, 0.411, 0.440, 0.329, -0.333, 0.559, 0.623, 0.445, 0.142, 0.458, 0.443, 0.247, 0.422, -0.772, 0.264, -1.063, -0.348, -0.789, 0.119, 0.233, 0.146, 0.480, -0.143, -0.289, 0.518, 0.447, 0.459, 0.516, 0.261, 0.329, 0.303, 0.888, 0.405, -0.396, 0.552, -0.291, 0.897, 0.176, -0.674, 0.542, 0.802, -1.063, -0.557, 0.072, 0.190, -0.193, -0.543, 0.343, 0.205, -0.545, 0.666, -0.863, -0.574, 0.356, -0.740, 0.516, -0.681, -0.713, 0.435, -0.459, 0.761, -0.784, -0.683, 0.322, -0.530, 0.511, -0.678, -0.703, 0.308, -0.618, 0.943, -0.765, -0.731, 0.383],
  "molar_mass_da": 826.01,
  "homo_energy_ev": -5.301,
  "total_charge": -1,
  "energy_ev": -78311.4081,
  "lumo_ev": 1.3
}